Record 1
78
Properties=species:S:1:pos:R:3:mulliken_charge:R:1 method="wB97M-V/def2-TZVPD" total_energy_ha=-4871.24774 e_lumo_ev=-7.0 e_homo_ev=-11.950 charge=+2 de_lowest_kcal_mol=30.9 homo_lumo_gap_ev=4.9
N 8.27923 -2.81262 5.66088 -0.55
C 7.66560 -3.58504 4.75821 -0.31
C 6.53437 -3.17475 4.03508 -0.53
C 6.03076 -1.85390 4.20728 0.71
C 6.73987 -1.00144 5.12465 -0.38
C 7.82912 -1.55903 5.83153 -0.35
C 4.84481 -1.45443 3.41303 -0.05
Be 0.52958 -0.29713 0.82978 -1.10
P -0.20570 3.12775 -3.38863 -0.35
C 4.46872 -0.14199 3.29261 -0.96
C 3.60738 0.31806 2.23239 1.18
C 3.83534 1.57563 1.61022 -0.51
C 3.39570 1.79189 0.26899 -0.08
C 2.89083 0.70012 -0.43830 -0.21
C 2.27656 -0.39107 0.31865 0.53
C 2.70000 -0.56065 1.65225 -1.76
Br 2.28141 0.71541 -2.18076 0.10
H 4.32881 -2.27062 2.84392 0.25
H 4.98330 0.64380 3.86124 0.25
H 6.10412 -3.86121 3.28917 0.30
H 6.50405 0.07647 5.26370 0.25
H 8.09792 -4.56824 4.58151 0.37
H 8.36898 -0.93433 6.54692 0.37
H 4.32170 2.38168 2.19313 0.40
H 2.48486 -1.49049 2.13665 0.74
H 3.49930 2.79918 -0.17373 0.41
H 2.07104 -1.32344 -0.18941 0.96
P -0.51687 1.58110 1.74106 1.51
C 1.08237 2.31098 -4.32805 0.04
C 1.68210 3.10224 -5.47447 -1.33
H 0.70812 1.33931 -4.66564 0.62
H 1.92050 2.19772 -3.61933 -0.29
H 2.33085 2.42720 -6.06725 0.37
H 0.84854 3.47969 -6.08648 0.36
H 2.27672 3.95186 -5.08573 0.28
C 0.66705 4.00257 -2.07498 1.46
C 0.48277 5.52771 -2.08091 -1.40
H 1.73144 3.75553 -2.05189 0.31
H 0.20721 3.55538 -1.19252 -1.70
H 1.20732 6.00757 -1.39658 0.37
H 0.61541 5.96211 -3.08879 0.44
H -0.54188 5.77631 -1.76286 0.36
C -1.39554 2.02203 -2.54187 0.79
C -2.70680 2.17930 -3.32062 -1.37
H -1.49578 2.43195 -1.52991 -0.30
H -1.10762 0.98324 -2.44819 -0.07
H -3.57527 1.98194 -2.67757 0.36
H -2.78160 3.21172 -3.70166 0.40
H -2.71538 1.50626 -4.18816 0.36
C -2.36741 1.82400 1.74356 -0.83
C -3.15660 1.60078 3.02810 -1.37
H -2.75139 1.17125 0.94567 0.51
H -2.52761 2.86615 1.42549 0.58
H -3.12797 0.55957 3.36794 0.26
H -2.85285 2.25957 3.85388 0.31
H -4.20733 1.83954 2.82079 0.44
C -0.05921 3.36310 1.75485 0.07
C 1.16360 3.71331 2.60268 -1.29
H -0.93231 3.94464 2.09375 0.70
H 0.10629 3.63912 0.70228 -0.32
H 1.07985 3.32918 3.62999 0.35
H 2.05251 3.27919 2.11984 0.10
H 1.28436 4.80698 2.65190 0.46
C -0.00866 1.02278 3.41476 -1.04
C -0.31485 -0.44742 3.68901 -1.00
H -0.41264 1.67728 4.20214 0.77
H 1.08144 1.16022 3.41707 0.37
H 0.52554 -0.87605 4.25671 0.33
H -1.21325 -0.57584 4.30884 0.32
H -0.46621 -1.07163 2.78179 0.04
S -1.92940 -3.37546 -0.00999 -0.02
C -1.07731 -3.06438 -1.51829 -0.40
C -0.39623 -1.87336 -1.39946 -0.48
N -0.59824 -1.16044 -0.18010 0.90
C -1.57974 -1.79370 0.54781 -0.14
H -1.06082 -3.78846 -2.32658 0.43
H 0.23503 -1.44189 -2.17750 0.34
H -2.21310 -1.26573 1.26829 0.36


Record 2
82
Properties=species:S:1:pos:R:3:lowdin_spin:R:1 method="wB97M-V/def2-TZVPD" total_energy_ha=-3049.25273 multiplicity=2 e_lumo_ev="2.3 / 2.3" e_homo_ev="-4.244 / -4.270" s_squared=0.75 charge=-1 de_lowest_kcal_mol=0.0 homo_lumo_gap_ev="6.6 / 6.6"
Ce 0.45390 -0.75122 0.47552 1.02
C -1.57149 -2.94962 3.53708 0.00
N -1.44972 -1.54466 3.25543 0.00
C -2.85952 -1.13687 2.75082 0.00
C -2.98144 0.34000 2.41676 0.00
N -2.28982 0.79412 1.17472 0.00
C -1.87159 2.20684 1.36662 0.00
C -3.02228 0.59238 -0.11747 0.00
C -4.30397 1.22939 -0.15139 0.00
C -5.25267 0.81369 -1.03366 0.00
C -5.17513 -0.38013 -1.73597 0.00
C -3.97134 -1.14261 -1.67476 0.00
C -2.84925 -0.74694 -0.78383 0.00
S -2.00984 -2.11650 -0.09490 0.00
C -0.93417 -0.87793 4.42664 0.00
C -1.46245 -1.15946 5.69829 0.00
C -0.84852 -0.66600 6.83797 0.00
C 0.30251 0.06473 6.67690 0.00
C 0.70710 0.52376 5.42646 0.00
C 0.15221 0.05283 4.25520 0.00
S 0.88830 0.65050 2.77680 0.00
H -0.63785 -3.34092 3.97283 0.00
H -1.78237 -3.59725 2.68135 0.00
H -2.35658 -3.17261 4.30648 0.00
H -3.67359 -1.36593 3.48495 0.00
H -3.11599 -1.71850 1.87592 0.00
H -2.61706 1.01143 3.22226 0.00
H -4.09044 0.54760 2.26559 0.00
H -2.45872 2.72380 2.12400 0.00
H -1.97728 2.77158 0.43377 0.00
H -0.81477 2.19262 1.75194 0.00
H -4.47781 2.02202 0.57899 0.00
H -6.13179 1.42820 -1.10264 0.00
H -6.02666 -0.60346 -2.40999 0.00
H -3.91056 -2.01886 -2.29548 0.00
H -2.37697 -1.80359 5.83818 0.00
H -1.17324 -0.87360 7.85339 0.00
H 0.90261 0.48451 7.53111 0.00
H 1.53146 1.23479 5.36495 0.00
C 1.46593 -3.35578 -1.98029 0.00
C 2.03519 -3.95714 -3.27057 0.00
N 2.30883 -2.89726 -4.24260 0.00
C 3.26981 -1.99373 -3.64546 0.00
C 2.81079 -1.38517 -2.35138 0.00
N 1.46750 -1.88594 -2.00884 0.00
C 0.55316 -1.55872 -3.08965 0.00
C 1.04235 -2.14039 -4.41290 0.00
H 2.03592 -3.74297 -1.09704 0.00
H 0.45570 -3.76472 -1.77060 0.00
H 1.35840 -4.70039 -3.64147 0.00
H 2.99170 -4.50496 -3.12217 0.00
H 3.57494 -1.26885 -4.39474 0.00
H 4.15794 -2.59051 -3.45488 0.00
H 2.89358 -0.27138 -2.43040 0.00
H 3.44971 -1.67617 -1.51635 0.00
H 0.38411 -0.48395 -3.13239 0.00
H -0.40713 -2.01635 -2.77879 0.00
H 1.12750 -1.37018 -5.20354 0.00
H 0.36979 -2.91290 -4.84273 0.00
O 2.67362 -1.75216 0.68858 0.00
C 2.35812 -2.74632 1.45741 0.00
O 1.19552 -3.14826 1.56235 0.00
H 3.22491 -3.20718 1.98023 0.00
C 5.44137 3.81082 -1.43417 0.00
Sb 3.31780 4.17652 -1.33847 0.00
C 3.26707 6.11085 -0.34956 0.00
C 2.92544 4.73681 -3.39473 0.00
H 5.86438 4.33370 -2.23055 0.00
H 5.62269 2.73497 -1.50612 0.00
H 5.92689 4.22287 -0.48655 0.00
H 4.36791 6.30011 -0.27947 0.00
H 2.86208 6.11817 0.65229 0.00
H 2.86637 6.89394 -0.99553 0.00
H 1.91477 4.43988 -3.69472 0.00
H 3.61252 4.16415 -3.98975 0.00
H 3.11027 5.77051 -3.66786 0.00
C -2.38571 1.08032 -2.60035 0.00
C -2.01720 0.45442 -1.26503 0.00
O -0.68169 0.49964 -0.84829 -0.01
H -1.50030 1.57168 -3.03745 0.00
H -3.13294 1.89453 -2.53321 0.00
H -2.64276 0.29935 -3.26311 0.00


- The lowest charge belongs to which entry?
  C28H43CeN4O3S2Sb